1.
{"formula": "C38H36Cl3CoGeN6O3P2S2", "method": "ωB97M-V/def2-TZVPD", "gap_ev": [5.061, 5.592], "multiplicity": 3, "charge": -2, "s2": 2.048, "lumo_energy_ev": [3.56, 3.54], "elements": ["Co", "C", "P", "C", "C", "C", "C", "C", "C", "C", "P", "C", "C", "H", "H", "H", "H", "H", "H", "H", "H", "H", "H", "H", "H", "H", "H", "H", "H", "N", "C", "C", "C", "C", "C", "C", "S", "N", "C", "C", "C", "C", "C", "C", "N", "H", "H", "H", "H", "H", "H", "H", "H", "H", "Cl", "Ge", "Cl", "Cl", "C", "C", "C", "C", "C", "C", "C", "H", "H", "H", "H", "H", "O", "S", "O", "O", "C", "N", "C", "C", "C", "N", "C", "C", "C", "N", "C", "C", "H", "H", "H", "H", "H", "H"], "xyz": [[-0.84006, 0.27063, -0.73568], [-3.57206, -2.27227, 2.13602], [-2.11096, -1.36417, 1.46302], [-1.17736, -0.99487, 2.99812], [-1.23846, -2.74207, 0.61832], [-0.72476, -3.79367, 1.36672], [-0.12036, -4.87327, 0.74362], [-0.05106, -4.92407, -0.64008], [-0.57866, -3.89017, -1.39278], [-1.16906, -2.78947, -0.78098], [-1.85406, -1.38947, -1.71408], [-1.44046, -1.77867, -3.47678], [-3.59866, -2.02167, -1.80538], [-3.23866, -3.21197, 2.57802], [-4.29106, -2.47367, 1.34182], [-4.04466, -1.65777, 2.90012], [-0.48276, -1.79327, 3.25722], [-1.89756, -0.84897, 3.80482], [-0.61616, -0.06877, 2.88072], [-0.77986, -3.76887, 2.44782], [0.28864, -5.67647, 1.33812], [0.40544, -5.77397, -1.13138], [-0.51846, -3.93907, -2.46848], [-1.87486, -2.71247, -3.83378], [-0.36046, -1.78687, -3.60178], [-1.84356, -0.95207, -4.06538], [-3.55786, -3.05267, -2.16138], [-4.18756, -1.41707, -2.49238], [-4.07186, -2.00207, -0.82708], [1.43004, 1.38383, -3.99698], [2.71914, 0.88703, -3.92678], [3.73964, 1.40463, -4.71888], [5.01744, 0.87373, -4.64998], [5.30394, -0.16717, -3.77688], [4.29534, -0.69417, -2.98508], [3.01234, -0.18397, -3.06738], [1.66874, -0.94007, -2.20868], [0.59074, 0.34793, -2.01498], [0.54984, 1.33523, -2.90378], [-0.39346, 2.36743, -2.69758], [-0.62706, 3.45003, -3.58358], [-1.53026, 4.42133, -3.25228], [-2.19796, 4.34443, -2.02178], [-1.95786, 3.24273, -1.22018], [-1.11466, 2.27413, -1.52788], [1.33434, 2.21373, -4.56348], [3.52154, 2.22353, -5.39598], [5.80044, 1.28953, -5.26998], [6.30864, -0.56077, -3.70458], [4.49124, -1.50357, -2.29858], [-0.12426, 3.49743, -4.53948], [-1.73786, 5.23663, -3.93368], [-2.89576, 5.10293, -1.71088], [-2.49006, 3.13423, -0.28098], [-3.84236, 2.05923, 4.34082], [-2.22176, 2.52353, 2.69952], [-2.43746, 4.83583, 2.70082], [-0.37946, 2.38213, 4.13262], [-2.35956, -0.05527, 0.34442], [-3.68366, 0.43093, 0.06612], [-3.99796, 0.92113, -1.21698], [-5.25376, 1.38613, -1.52868], [-6.26466, 1.36993, -0.57848], [-5.97266, 0.92933, 0.70282], [-4.70916, 0.48453, 1.02582], [-3.22316, 0.91333, -1.97178], [-5.44436, 1.76443, -2.52618], [-7.25616, 1.71603, -0.83238], [-6.73826, 0.95883, 1.46532], [-4.48866, 0.23243, 2.05202], [6.68874, -2.20437, 6.01892], [6.68684, -1.89107, 4.59422], [6.03684, -2.90127, 3.76992], [7.97274, -1.43207, 4.07462], [5.64704, -0.38907, 4.45952], [5.92704, 0.60693, 5.28802], [5.17484, 1.69113, 5.19092], [4.12784, 1.80383, 4.28992], [3.91594, 0.70153, 3.45942], [4.69444, -0.38037, 3.55322], [2.82704, 0.63973, 2.48312], [2.44784, -0.60487, 1.97632], [1.37334, -0.68647, 1.12002], [0.64514, 0.37353, 0.75652], [1.03754, 1.56913, 1.19412], [2.11374, 1.75283, 2.03972], [5.41434, 2.50043, 5.87332], [3.49904, 2.67973, 4.25072], [2.99684, -1.47847, 2.28652], [1.06604, -1.64507, 0.72402], [0.43774, 2.41063, 0.87002], [2.37484, 2.74943, 2.35402]]}



2.
{"formula": "C38H36GeIrN3O6S3", "method": "ωB97M-V/def2-TZVPD", "gap_ev": [6.261, 4.643], "multiplicity": 2, "charge": 1, "s2": 0.796, "lumo_energy_ev": [-4.44, -6.05], "elements": ["Ir", "O", "C", "C", "C", "C", "C", "C", "C", "O", "N", "N", "C", "S", "C", "C", "S", "H", "H", "H", "H", "H", "H", "H", "H", "H", "C", "C", "C", "C", "C", "C", "C", "S", "O", "O", "N", "C", "C", "C", "O", "O", "H", "H", "H", "H", "H", "H", "H", "H", "H", "H", "H", "H", "C", "C", "C", "C", "C", "C", "Ge", "C", "C", "C", "C", "C", "C", "C", "C", "C", "C", "C", "C", "H", "H", "H", "H", "H", "H", "H", "H", "H", "H", "H", "H", "H", "H", "H"], "xyz": [[-0.98698, -0.29531, -0.43999], [3.76832, -0.33211, -0.80879], [4.07402, -0.21711, 0.48271], [5.42222, -0.28051, 0.86081], [5.78132, -0.16781, 2.18441], [4.81232, 0.02199, 3.17051], [3.48252, 0.07449, 2.82161], [3.08492, -0.06251, 1.48621], [1.66972, -0.07751, 1.12311], [1.31092, -0.18321, -0.09049], [0.80222, 0.00579, 2.13391], [-0.47088, -0.06661, 1.81551], [-1.37768, -0.10971, 2.74071], [-3.04038, -0.19191, 2.27251], [-3.64968, -0.51491, 3.97321], [-2.75578, 0.22019, 4.94351], [-1.01428, -0.07261, 4.44861], [2.78612, -0.28821, -0.90489], [6.16342, -0.42971, 0.08991], [6.81812, -0.25761, 2.46711], [5.10482, 0.11949, 4.20431], [2.72022, 0.21009, 3.57121], [-3.61738, -1.59321, 4.13651], [-4.68228, -0.17141, 4.01501], [-2.88618, -0.15921, 5.95661], [-2.91748, 1.29969, 4.92041], [4.03112, -7.22241, -2.26789], [3.19232, -6.02321, -1.97089], [2.55922, -5.33901, -3.00629], [1.69142, -4.30091, -2.73589], [1.46732, -3.93641, -1.41899], [2.13312, -4.55361, -0.37529], [3.00502, -5.58951, -0.65979], [0.02432, -2.95681, -1.13299], [-0.14618, -2.61771, 0.26831], [-0.09828, -1.84981, -2.05399], [-1.10948, -4.09201, -1.59659], [-2.46988, -3.60521, -1.76149], [-3.16618, -3.29921, -0.42869], [-3.82618, -1.88081, -0.40409], [-4.97378, -1.80421, -0.02729], [-3.06208, -0.93801, -0.76269], [3.74972, -7.65681, -3.22439], [3.91902, -7.97001, -1.48579], [5.08522, -6.95091, -2.31909], [2.71762, -5.65711, -4.02509], [1.15922, -3.78411, -3.51669], [1.94192, -4.23431, 0.63681], [3.51412, -6.10071, 0.14251], [-1.06038, -4.91921, -1.01809], [-3.02558, -4.35071, -2.33759], [-2.38188, -2.70091, -2.36909], [-2.42838, -3.27921, 0.37871], [-3.93808, -4.03191, -0.19189], [-1.99388, 4.24729, 3.56631], [-0.78018, 4.50489, 2.95231], [-0.52148, 4.00209, 1.68641], [-1.46368, 3.21499, 1.04781], [-2.70358, 3.00759, 1.63781], [-2.96458, 3.51629, 2.89911], [-1.09588, 2.17109, -0.67079], [0.62342, 3.02469, -1.26699], [0.70662, 3.57929, -2.53739], [1.92372, 4.03309, -3.01569], [3.06162, 3.94009, -2.23379], [2.98262, 3.39519, -0.96229], [1.76812, 2.93259, -0.48769], [-2.56678, 3.05579, -1.70739], [-2.61578, 4.44229, -1.77409], [-3.57018, 5.06269, -2.55949], [-4.49148, 4.30029, -3.26189], [-4.45818, 2.91699, -3.17739], [-3.50758, 2.29479, -2.38379], [-2.19018, 4.64189, 4.55281], [-0.03308, 5.11149, 3.44281], [0.41562, 4.23319, 1.20151], [-3.46368, 2.44719, 1.11001], [-3.93578, 3.35729, 3.34671], [-0.17948, 3.65359, -3.15319], [1.97772, 4.46829, -4.00149], [4.00822, 4.29629, -2.61289], [3.86102, 3.32729, -0.33859], [1.71732, 2.48639, 0.49781], [-1.90018, 5.03229, -1.21899], [-3.60148, 6.14119, -2.61589], [-5.24728, 4.78609, -3.86239], [-5.18078, 2.32319, -3.71819], [-3.48748, 1.21699, -2.29109]]}